Entry 1:
C4H11NO | ωB97M-V/def2-TZVPD

Calculated values
LUMO energy = 1.083 eV
Energy relative to the best compared isomer or geometry (same formula, charge and spin) = 1.325 eV
SMILES string = CCOCCN
Total charge = 0
Gap between HOMO and LUMO = 0.3767 Ha

Each atom is followed by the atoms it is bonded to, with distances in Å.
Atoms and positions in Å:
1 C 2.47185 0.79388 0.20979  C2 1.523, H7 1.090, H8 1.089, H9 1.089
2 C 1.52721 -0.35757 -0.10897  C1 1.523, O3 1.416, H10 1.099, H11 1.099
3 O 0.19306 0.11093 -0.02744  C2 1.416, C4 1.409
4 C -0.75519 -0.90380 -0.26508  O3 1.409, C5 1.552, H12 1.100, H13 1.099
5 C -2.18742 -0.30763 -0.21453  C4 1.552, N6 1.456, H14 1.092, H15 1.091
6 N -2.30758 1.04757 0.30445  C5 1.456, H16 1.013, H17 1.013
7 H 3.24589 0.90497 -0.54908  C1 1.090
8 H 2.95846 0.66339 1.17547  C1 1.089
9 H 1.90607 1.72435 0.24321  C1 1.089
10 H 1.65267 -1.18902 0.59858  C2 1.099
11 H 1.70590 -0.76365 -1.11402  C2 1.099
12 H -0.63037 -1.70364 0.47927  C4 1.100
13 H -0.56605 -1.34922 -1.25189  C4 1.099
14 H -2.61498 -0.34339 -1.21910  C5 1.092
15 H -2.81304 -0.95466 0.40227  C5 1.091
16 H -1.50252 1.59346 0.02025  N6 1.013
17 H -2.28397 1.03403 1.31684  N6 1.013

***

Entry 2:
C4H24NO9S | ωB97M-V/def2-TZVPD

Calculated values
LUMO energy = 2.711 eV
Energy relative to the best compared isomer or geometry (same formula, charge and spin) = 0.000 eV
Total charge = -1
Gap between HOMO and LUMO = 0.2654 Ha

Each atom is followed by the atoms it is bonded to, with distances in Å.
Atoms and positions in Å:
1 C -0.28960 0.11425 -1.12963  N2 1.463, C5 1.524, H8 1.085, H9 1.090
2 N 0.09375 -0.02357 0.27582  C1 1.463, C3 1.354, H10 1.009
3 C 1.02293 0.75653 0.87708  N2 1.354, O4 1.234, H11 1.072
4 O 1.17999 0.71618 2.10060  C3 1.234
5 C -0.17224 -1.22056 -1.85513  C1 1.524, C6 1.516, H12 1.081, H13 1.100
6 C -0.95897 -2.34046 -1.20348  C5 1.516, S7 1.850, H14 1.089, H15 1.102
7 S -2.72612 -1.94452 -0.82467  C6 1.850
8 H -1.32543 0.42834 -1.20214  C1 1.085
9 H 0.29525 0.87167 -1.65117  C1 1.090
10 H -0.53207 -0.56538 0.85276  N2 1.009
11 H 1.64702 1.37756 0.26534  C3 1.072
12 H -0.48180 -1.06351 -2.87855  C5 1.081
13 H 0.89120 -1.49797 -1.89543  C5 1.100
14 H -1.01085 -3.23299 -1.82525  C6 1.089
15 H -0.45469 -2.66660 -0.27977  C6 1.102
16 H -1.32051 3.46470 1.59595  O18 0.962
17 H -2.41161 2.65125 0.80448  O18 0.999
18 O -1.78238 3.42565 0.75351  H16 0.962, H17 0.999
19 H -2.77470 -1.48583 2.56031  O21 0.962
20 H -2.51434 -1.46679 0.96032  O21 1.063
21 O -2.27986 -1.00684 1.88917  H19 0.962, H20 1.063
22 H 1.59622 -1.97928 0.08289  O24 0.962
23 H 1.78113 -2.31473 1.54906  O24 0.987
24 O 2.21649 -2.42121 0.67010  H22 0.962, H23 0.987
25 H -3.74953 1.02700 0.19685  O27 0.970
26 H -3.03349 0.46702 1.40395  O27 1.004
27 O -3.43109 1.32380 1.06423  H25 0.970, H26 1.004
28 H -0.20976 -1.82963 2.66636  O30 0.966
29 H 1.00035 -0.84646 2.76704  O30 0.993
30 O 0.73214 -1.79575 2.87873  H28 0.966, H29 0.993
31 H -0.36381 5.02637 -1.43331  O33 0.966
32 H -1.00480 3.78705 -0.77651  O33 0.984
33 O -0.45279 4.07016 -1.54008  H31 0.966, H32 0.984
34 H 2.94853 0.37897 -2.73681  O36 0.960
35 H 2.63302 1.65592 -1.87006  O36 0.970
36 O 3.23797 0.90784 -1.99030  H34 0.960, H35 0.970
37 H 3.67475 -1.49026 0.08993  O39 0.976
38 H 3.94706 -0.28033 -0.86740  O39 0.974
39 O 4.38260 -0.97758 -0.34480  H37 0.976, H38 0.974

***

Entry 3:
C3H3N3O | ωB97M-V/def2-TZVPD

Calculated values
LUMO energy = -0.316 eV
Energy relative to the best compared isomer or geometry (same formula, charge and spin) = 2.452 eV
SMILES string = O=Cn1nccn1
Total charge = 0
Gap between HOMO and LUMO = 0.3823 Ha

Each atom is followed by the atoms it is bonded to, with distances in Å.
Atoms and positions in Å:
1 C -1.92743 -0.34767 0.05295  H4 1.219, N7 1.379, O10 1.241
2 C 1.29004 0.89725 0.11224  C3 1.402, H5 1.065, N8 1.416
3 C 1.45989 -0.48184 -0.07102  C2 1.402, H6 1.007, N9 1.349
4 H -1.87166 -1.51946 0.38424  C1 1.219
5 H 2.00164 1.68902 0.08935  C2 1.065
6 H 2.38575 -0.87755 -0.09415  C3 1.007
7 N -0.62031 0.00695 -0.20646  C1 1.379, N8 1.321, N9 1.338
8 N -0.07221 1.20599 -0.12183  C2 1.416, N7 1.321
9 N 0.22526 -1.02385 -0.09184  C3 1.349, N7 1.338
10 O -2.87096 0.45116 -0.05348  C1 1.241

***

Entry 4:
C21H21ClO4S | ωB97M-V/def2-TZVPD

Calculated values
LUMO energy = -3.123 eV
Energy relative to the best compared isomer or geometry (same formula, charge and spin) = 0.000 eV
Total charge = 0
Gap between HOMO and LUMO = 0.1054 Ha

Each atom is followed by the atoms it is bonded to, with distances in Å.
Atoms and positions in Å:
1 Cl 4.21212 -0.11649 3.15696  C2 1.713
2 C 2.50066 -0.11120 3.22808  Cl1 1.713, C3 1.404, C12 1.403
3 C 1.80971 1.11010 3.26168  C2 1.404, C4 1.389, H13 1.088
4 C 0.42056 1.11402 3.25972  C3 1.389, C5 1.421, H14 1.089
5 C -0.31738 -0.09942 3.22563  C4 1.421, C6 1.429, C11 1.424
6 C -1.74595 -0.08752 3.17668  C5 1.429, C7 1.500, C10 1.414
7 C -2.59139 -1.32584 3.20316  C6 1.500, C8 1.577, H15 1.098, H16 1.101
8 C -4.07878 -0.80719 3.27349  C7 1.577, C9 1.503, H17 1.100, H18 1.099
9 C -3.91801 0.68567 3.33771  C8 1.503, C10 1.387, H19 1.087
10 C -2.58115 1.04942 3.27668  C6 1.414, C9 1.387, H20 1.087
11 C 0.41466 -1.32023 3.24628  C5 1.424, C12 1.387, H21 1.090
12 C 1.80170 -1.32752 3.24445  C2 1.403, C11 1.387, H22 1.086
13 H 2.36822 2.04324 3.28104  C3 1.088
14 H -0.11329 2.06316 3.27225  C4 1.089
15 H -2.43202 -1.94368 2.30906  C7 1.098
16 H -2.37312 -1.96113 4.07598  C7 1.101
17 H -4.63316 -1.13838 2.38323  C8 1.100
18 H -4.58337 -1.22550 4.15581  C8 1.099
19 H -4.76749 1.35872 3.42158  C9 1.087
20 H -2.20077 2.06750 3.29364  C10 1.087
21 H -0.12959 -2.26466 3.26420  C11 1.090
22 H 2.35338 -2.26338 3.24994  C12 1.086
23 C 3.14162 0.96187 -1.39593  C24 1.508, H38 1.090, H39 1.094, H40 1.093
24 C 1.76721 1.47186 -1.04240  C23 1.508, O25 1.443, H41 1.098, H42 1.099
25 O 0.81065 0.54374 -1.59647  C24 1.443, C26 1.375
26 C -0.47125 0.70310 -1.12522  O25 1.375, C27 1.441, O37 1.227
27 C -1.30694 -0.18148 -1.89694  C26 1.441, S28 1.705, H43 1.082
28 S -3.01155 -0.19619 -1.90120  C27 1.705, C29 1.818, O35 1.448, O36 1.441
29 C -3.49518 -0.41772 -3.63924  S28 1.818, C30 1.399, C34 1.399
30 C -3.71240 0.70974 -4.43769  C29 1.399, C31 1.398, H44 1.087
31 C -4.03532 0.56354 -5.78978  C30 1.398, C32 1.399, H45 1.091
32 C -4.18586 -0.71375 -6.34070  C31 1.399, C33 1.399, H46 1.091
33 C -4.02767 -1.84215 -5.52873  C32 1.399, C34 1.400, H47 1.091
34 C -3.70114 -1.69386 -4.17551  C29 1.399, C33 1.400, H48 1.087
35 O -3.49059 -1.39129 -1.23932  S28 1.448
36 O -3.53606 1.10238 -1.56394  S28 1.441
37 O -0.77171 1.45463 -0.20289  C26 1.227
38 H 3.90680 1.64096 -1.01921  C23 1.090
39 H 3.31631 -0.02265 -0.95253  C23 1.094
40 H 3.26119 0.87972 -2.47943  C23 1.093
41 H 1.65067 1.54399 0.04716  C24 1.098
42 H 1.59581 2.46030 -1.49159  C24 1.099
43 H -0.81951 -0.91593 -2.52384  C27 1.082
44 H -3.63495 1.70157 -4.00055  C30 1.087
45 H -4.16970 1.45338 -6.40593  C31 1.091
46 H -4.43359 -0.82813 -7.39717  C32 1.091
47 H -4.16016 -2.84260 -5.94289  C33 1.091
48 H -3.61219 -2.56824 -3.53575  C34 1.087

***

Entry 5:
C8H8F3O2P | ωB97M-V/def2-TZVPD

Calculated values
LUMO energy = 0.152 eV
Energy relative to the best compared isomer or geometry (same formula, charge and spin) = 0.000 eV
SMILES string = C[P@@](=O)(c1ccccc1O)C(F)(F)F
Total charge = 0
Gap between HOMO and LUMO = 0.3626 Ha

Each atom is followed by the atoms it is bonded to, with distances in Å.
Atoms and positions in Å:
1 C -1.99210 -1.59422 -0.18176  C2 1.357, C3 1.371, H15 1.100
2 C -2.00581 -0.28476 -0.53720  C1 1.357, C4 1.362, H16 1.105
3 C -0.96376 -2.24812 0.44666  C1 1.371, C5 1.363, H17 1.094
4 C -0.93741 0.54250 -0.37036  C2 1.362, C6 1.471, H18 1.108
5 C 0.21628 -1.56744 0.49932  C3 1.363, C6 1.435, O10 1.374
6 C 0.21540 -0.16198 0.21042  C4 1.471, C5 1.435, P14 1.808
7 C 1.79359 2.21034 0.39406  P14 1.775, H19 1.052, H20 1.056, H21 1.098
8 C 3.27373 -0.44486 -0.40529  F11 1.366, F12 1.376, F13 1.355, P14 2.168
9 O 2.14554 0.22815 2.23487  P14 1.460
10 O 1.47120 -2.08478 0.71310  C5 1.374, H22 0.917
11 F 2.70199 -1.32992 -1.27501  C8 1.366
12 F 3.89589 0.48768 -1.20354  C8 1.376
13 F 4.22943 -1.15376 0.24391  C8 1.355
14 P 1.77513 0.49468 0.84791  C6 1.808, C7 1.775, C8 2.168, O9 1.460
15 H -3.01264 -2.00398 -0.18585  C1 1.100
16 H -2.81423 0.07948 -1.19654  C2 1.105
17 H -1.13774 -3.31330 0.62500  C3 1.094
18 H -0.82826 1.63423 -0.52559  C4 1.108
19 H 2.76442 2.48413 0.69186  C7 1.052
20 H 1.52449 2.28148 -0.62442  C7 1.056
21 H 1.00664 2.71468 0.97089  C7 1.098
22 H 1.64216 -2.48494 1.52077  O10 0.917

***

Entry 6:
C7H8NO4 | ωB97M-V/def2-TZVPD

Calculated values
LUMO energy = -4.523 eV
Energy relative to the best compared isomer or geometry (same formula, charge and spin) = 0.000 eV
SMILES string = C/C=c1\oc(=O)/c(=C/[NH3+])oc1=O
Total charge = +1
Gap between HOMO and LUMO = 0.3267 Ha

Each atom is followed by the atoms it is bonded to, with distances in Å.
Atoms and positions in Å:
1 C -0.42064 -0.34509 -1.17055  C3 1.427, C5 1.349, O11 1.356
2 C 0.04580 -0.13368 1.40657  C4 1.558, C6 1.454, O12 1.325
3 C -1.14550 0.66057 -0.46325  C1 1.427, O9 1.220, O12 1.380
4 C 0.80808 -1.18733 0.54931  C2 1.558, O10 1.183, O11 1.311
5 C -0.46996 -0.19156 -2.50945  C1 1.349, C7 1.535, H13 1.063
6 C 0.57061 0.18345 2.72473  C2 1.454, N8 1.478, H14 1.114
7 C 0.30108 -1.05639 -3.51696  C5 1.535, H15 1.074, H16 1.103, H17 1.017
8 N -0.06282 1.34195 3.38989  C6 1.478, H18 1.039, H19 1.081, H20 1.016
9 O -1.80713 1.54821 -0.97583  C3 1.220
10 O 1.65570 -1.84288 1.05007  C4 1.183
11 O 0.33836 -1.34797 -0.66412  C1 1.356, C4 1.311
12 O -0.87846 0.66296 0.89096  C2 1.325, C3 1.380
13 H -1.19171 0.45138 -2.95158  C5 1.063
14 H 1.40221 -0.49431 3.02574  C6 1.114
15 H 1.30332 -0.82116 -3.21045  C7 1.074
16 H 0.17611 -0.62988 -4.52646  C7 1.103
17 H 0.05278 -2.04035 -3.58113  C7 1.017
18 H -0.99279 1.62334 3.02050  N8 1.039
19 H 0.42624 2.26404 3.10693  N8 1.081
20 H -0.11128 1.35469 4.40509  N8 1.016

***

Entry 7:
C5H11NO2 | ωB97M-V/def2-TZVPD

Calculated values
LUMO energy = 0.715 eV
Energy relative to the best compared isomer or geometry (same formula, charge and spin) = 0.536 eV
SMILES string = CNC(=O)C[C@@H](C)O
Total charge = 0
Gap between HOMO and LUMO = 0.3859 Ha

Each atom is followed by the atoms it is bonded to, with distances in Å.
Atoms and positions in Å:
1 C -0.49594 -0.40603 0.12890  C2 1.524, C5 1.516, H9 1.087, H10 1.093
2 C 0.73266 -1.30387 0.04409  C1 1.524, C3 1.517, O4 1.436, H11 1.091
3 C 0.59682 -2.61211 0.79980  C2 1.517, H12 1.085, H13 1.096, H14 1.091
4 O 1.02236 -1.66330 -1.31585  C2 1.436, H15 0.968
5 C -0.23644 0.97453 -0.44076  C1 1.516, N6 1.352, O8 1.226
6 N -0.68945 2.07129 0.20633  C5 1.352, C7 1.448, H16 1.009
7 C -1.23342 2.18661 1.54343  N6 1.448, H17 1.086, H18 1.076, H19 1.095
8 O 0.33410 1.06999 -1.52120  C5 1.226
9 H -1.31030 -0.82288 -0.45797  C1 1.087
10 H -0.81463 -0.40048 1.17391  C1 1.093
11 H 1.61125 -0.74005 0.36020  C2 1.091
12 H 0.09207 -3.33496 0.16724  C3 1.085
13 H 1.60073 -3.00916 0.99072  C3 1.096
14 H 0.16316 -2.46436 1.79037  C3 1.091
15 H 0.74513 -0.91463 -1.86255  O4 0.968
16 H -0.47562 2.93654 -0.26672  N6 1.009
17 H -0.80458 3.05043 2.04187  C7 1.086
18 H -1.10170 1.27713 2.10367  C7 1.076
19 H -2.30935 2.39023 1.53128  C7 1.095

***

Entry 8:
C3H10NPS2 | ωB97M-V/def2-TZVPD

Calculated values
LUMO energy = 0.724 eV
Energy relative to the best compared isomer or geometry (same formula, charge and spin) = 2.610 eV
SMILES string = CP(S)S.C=NC
Total charge = 0
Gap between HOMO and LUMO = 0.3316 Ha

Each atom is followed by the atoms it is bonded to, with distances in Å.
Atoms and positions in Å:
1 C 0.94204 2.68863 -0.54702  N4 1.220, H9 1.143, H10 1.128
2 C 2.00230 0.72821 -1.26025  N4 1.385, H11 1.129, H12 1.094, H13 1.054
3 C -1.83025 -1.17713 1.73315  P5 1.934, H14 1.072, H15 1.148, H16 1.066
4 N 1.13617 1.48562 -0.48879  C1 1.220, C2 1.385
5 P -0.51108 -0.99431 0.33115  C3 1.934, S6 2.164, S7 2.067
6 S -0.32899 -3.14362 0.15679  P5 2.164, H8 1.329
7 S -1.86068 -0.95417 -1.23383  P5 2.067, H17 1.320
8 H 0.36952 -3.37796 1.26320  S6 1.329
9 H 1.60956 3.43083 -1.10412  C1 1.143
10 H 0.36063 3.25936 0.23277  C1 1.128
11 H 2.08473 1.10562 -2.32081  C2 1.129
12 H 3.00894 0.59700 -0.85228  C2 1.094
13 H 1.40390 -0.13396 -1.35500  C2 1.054
14 H -2.34569 -2.10904 1.60797  C3 1.072
15 H -1.41430 -1.36528 2.78621  C3 1.148
16 H -2.37664 -0.26971 1.84948  C3 1.066
17 H -2.25018 0.22991 -0.79861  S7 1.320